Below is a molecular structure, C5H9NS, with properties calculated with ωB97M-V/def2-TZVPD.

Structure (ORCA input):
```
! RIJCOSX wB97M-V def2-TZVPD def2/J DEFGRID3
* xyz 0 1
C -1.16392 1.24699 0.85235
C -0.81825 0.26559 -0.33305
C 0.33150 0.76904 -1.04271
C 0.52235 -0.96740 0.86002
C -0.62011 -1.17521 -0.06443
H -2.27739 0.81879 1.36747
H -0.42376 1.33410 1.97499
H -1.43064 2.24478 0.42902
H 0.68962 0.66631 -2.03454
H 0.45377 1.80307 -1.01044
H 1.26804 -1.73905 1.18898
H 0.09861 -0.34825 1.74394
H -0.29281 -1.68246 -1.04447
H -2.01865 -0.79054 -1.50691
N -1.97521 -0.65694 -0.37024
S 1.76564 0.09111 -0.00934
*
```

The total energy is -17649.8065 eV. The value obtained for the strongest force on any atom is 4.772 eV/Å. The energy relative to the best compared isomer or geometry (same formula, charge and spin) is 147.3 kcal/mol. The calculation puts the HOMO energy at -8.65 eV.